1.
Density functional theory data (ωB97M-V with the def2-TZVPD basis set) for the ion C5H6N with charge +1.

orbital gap = 9.713 eV
structure (SMILES) = C=C[N+]1=C=C1C
charge = +1
energy relative to the best compared isomer or geometry (same formula, charge and spin) = 557.4 kJ/mol
strongest force on any atom = 5.32 eV Å⁻¹
HOMO level = -15.554 eV

Each line ends with the natural charge from an NBO analysis.
CARTESIAN COORDINATES (ANGSTROEM)
H  -1.612104  2.111769  -1.411663  0.336
C  -0.317284  1.062832  -0.086641  0.374
N  0.059426  -0.129137  0.309713  -0.265
H  1.236617  -1.637768  -0.687628  0.262
H  -0.175210  2.866578  -0.905320  0.306
C  -0.658022  0.518598  1.225715  0.247
H  -0.181255  -1.627241  2.071676  0.244
H  -0.003576  1.320339  -2.105802  0.285
C  -0.408756  1.916547  -1.207140  -0.727
C  0.644226  -1.368966  0.126465  -0.128
H  0.949447  -2.982559  1.430382  0.240
C  0.466491  -2.050991  1.240244  -0.175

Cartesian forces (eV/Å) of the 3 atoms listed first:
2.7202 -0.8599 0.5918
-0.7630 -1.9327 2.1413
0.0608 1.4308 -2.4031



2.
Density functional theory data (ωB97M-V with the def2-TZVPD basis set) for a structure of composition C50H34BrCoN14O3.

orbital gap (spin up / spin down) = 6.358 / 5.755 eV
multiplicity = 4
<S²> = 3.84
charge = -1
energy relative to the best compared isomer or geometry (same formula, charge and spin) = 0.0 kJ/mol
strongest force on any atom = 0.38 eV Å⁻¹
HOMO level (spin up / spin down) = -4.343 / -4.393 eV

Each line ends with the Mulliken spin population.
CARTESIAN COORDINATES (ANGSTROEM)
C  -0.019258  0.709913  3.390473  -0.011
C  0.733919  3.925025  -3.852210  -0.031
C  3.746160  -3.971952  3.863949  0.000
C  3.094918  -2.709771  1.915012  0.000
O  0.538955  2.697409  0.727280  0.170
C  -1.798536  0.984827  1.677134  -0.101
H  4.606991  3.401270  -3.104273  0.029
N  3.436941  0.488473  3.365836  0.000
H  -2.076086  -1.543228  -0.476634  0.003
H  1.121951  4.518316  -4.667335  -0.009
H  3.202818  4.674244  -6.939606  0.002
N  -4.051663  -0.905963  -0.077286  0.001
C  -4.077590  0.840169  2.735665  0.001
N  -2.382269  0.538155  -0.759940  -0.010
H  5.020985  -2.581773  2.845086  0.000
C  -5.320829  1.360323  3.077208  -0.001
C  1.142208  3.395095  -0.162549  0.201
C  4.491004  3.231723  -4.165621  0.170
H  6.839653  0.082629  -5.449857  0.001
N  0.625037  0.078911  -0.335487  0.034
C  -5.537636  -4.493610  2.300719  0.000
C  2.851719  4.955283  -0.897709  0.153
H  0.020680  -1.179560  -1.960070  -0.001
H  5.226281  -0.636837  -5.209864  -0.001
C  -2.729189  -1.174322  2.551927  0.003
H  -2.456304  -2.167651  2.882950  0.001
N  -1.579668  -5.894655  3.533482  0.000
C  1.534599  -4.204169  2.975754  0.000
C  1.659359  -0.061426  0.467771  -0.009
H  5.530184  1.370902  -4.099513  -0.004
C  2.346057  0.371104  3.724695  -0.001
H  -6.450539  -4.762121  2.816956  0.000
C  4.239356  2.800805  -6.898654  -0.077
N  3.244132  5.472849  -3.159076  0.600
C  2.490564  4.840630  -2.264606  0.038
C  -5.578401  -3.600980  1.237534  0.000
C  3.717055  3.938813  -6.333749  0.128
C  -5.676985  2.643987  2.705215  0.001
O  -0.778547  -4.293818  2.261407  0.000
C  -4.420659  -3.247184  0.554710  -0.001
H  -5.039228  4.421751  1.676230  -0.001
C  5.934867  -0.266606  -5.955681  0.004
H  6.195238  -1.072211  -6.637148  0.000
C  -0.831791  2.347068  -2.962695  -0.046
C  0.721268  -0.989088  -1.162923  0.007
H  -3.814442  -2.553611  -1.383015  0.000
C  3.812910  4.170895  -4.949184  -0.048
H  -6.649643  3.042641  2.963999  0.000
H  2.234643  -5.262142  4.698340  0.000
C  1.321670  4.032184  -2.578089  0.022
C  1.833831  -3.282287  1.976244  0.001
C  -0.334518  3.083729  -4.044266  0.061
H  3.698562  5.592074  -0.674028  0.001
C  4.044805  -3.052023  2.870214  0.000
C  0.718079  -0.599166  5.284667  -0.001
C  -3.142889  1.610889  2.014972  0.016
C  2.491836  -4.556415  3.920695  0.000
C  1.000921  0.193532  4.138061  0.000
C  -3.720479  -0.520817  3.146967  -0.002
H  -0.974694  -0.960564  1.379742  -0.001
N  -0.337395  2.472441  -1.751699  0.025
H  4.491398  -4.223548  4.606906  0.000
C  -3.216687  -3.803184  0.963823  0.001
C  0.200787  -4.797258  3.052089  0.000
H  -6.013138  0.740186  3.634376  0.000
C  -3.159718  -4.645036  2.068750  0.000
N  0.490191  -1.239726  6.214978  0.000
C  -1.864591  -5.023707  2.629877  0.000
H  -4.267687  -5.661142  3.594581  0.000
C  -4.782451  3.419678  1.989670  -0.004
H  4.157035  2.611140  -7.960951  -0.003
N  -0.223582  -5.746092  3.810763  0.000
C  -1.975413  -0.521117  1.431652  0.014
H  2.546568  4.356317  1.134575  -0.002
H  -4.298204  -0.976724  3.943282  0.000
C  2.217859  4.264360  0.106994  -0.065
H  -5.468701  -2.115461  -0.929053  0.000
C  3.478379  -1.744867  0.815771  0.000
C  -2.600350  -0.689501  -0.002000  0.002
N  2.337666  -1.163845  0.140811  0.000
C  -4.327244  -5.009645  2.733195  0.000
N  -4.613349  0.124456  -0.912896  -0.006
N  1.746187  -1.775457  -0.911410  0.002
H  -2.302097  -3.532034  0.450284  0.000
H  -0.794709  2.978813  -5.016952  0.005
C  5.020453  2.080879  -4.734794  -0.077
N  -0.898841  1.177088  2.777641  0.012
C  -3.611978  0.891300  -1.186577  -0.003
C  -4.454080  -2.216585  -0.547066  0.000
H  4.072807  -0.930567  1.229587  0.000
H  -3.764322  1.813657  -1.736860  -0.002
H  -1.647123  1.641314  -3.069126  -0.008
O  5.360809  0.751821  -6.748819  0.021
H  4.063427  -2.258072  0.052138  0.000
H  1.082425  -3.025481  1.240782  0.000
Br  -2.392357  4.025848  0.655110  0.023
N  3.195146  5.312104  -4.463856  0.563
C  -3.541684  2.893065  1.661915  0.006
C  4.888104  1.855577  -6.098944  0.134
H  -6.520713  -3.156587  0.939122  0.000
Co  -0.967175  1.650111  -0.038973  1.015
C  0.712867  3.306652  -1.539360  0.053
H  1.953167  0.617159  1.250843  0.004

Cartesian forces (eV/Å) of the 3 atoms listed first:
-0.0206 0.0821 -0.0397
0.0074 -0.0162 0.0531
-0.0151 -0.0120 -0.0145



3.
Density functional theory data (ωB97M-V with the def2-TZVPD basis set) for a structure of composition C16H24ClIMnN6O3S.

orbital gap (spin up / spin down) = 3.917 / 4.525 eV
multiplicity = 6
<S²> = 8.76
charge = 0
energy relative to the best compared isomer or geometry (same formula, charge and spin) = 105.6 kJ/mol
strongest force on any atom = 4.82 eV Å⁻¹
HOMO level (spin up / spin down) = -4.638 / -5.247 eV

Each line ends with the natural charge from an NBO analysis.
CARTESIAN COORDINATES (ANGSTROEM)
H  5.055345  -0.013946  12.344548  0.198
C  -0.123715  -5.509288  15.094585  0.640
C  -3.569383  -4.338912  14.296624  -0.016
H  0.283004  -0.512225  15.811621  0.402
C  0.378556  -1.778173  12.688012  0.800
H  5.786754  -0.663082  10.528704  0.416
H  5.443320  -1.440269  9.032228  0.413
H  1.554246  0.982784  14.385083  0.232
N  -0.010791  -0.750354  14.866768  -0.875
H  1.327505  0.833412  12.651411  0.215
N  5.174320  -1.177487  9.964727  -0.792
N  -1.354860  -2.858196  16.725306  -0.772
C  -3.285362  -4.770756  12.953622  -0.259
H  4.007738  0.970185  11.458694  0.197
C  4.018542  -1.705344  10.462585  0.687
O  -0.855416  -2.198372  12.891394  -0.770
H  -3.325194  -2.216962  13.834035  0.194
C  0.802594  -6.477251  14.414988  -0.507
H  -0.727027  -0.079157  14.519811  0.389
H  -4.455988  -7.982905  13.084605  0.206
H  3.326900  1.564667  13.415207  0.226
H  2.389703  -2.663840  9.854578  0.436
C  -4.222592  -6.656471  14.795005  -0.197
H  -1.163089  -4.930684  16.673760  0.460
H  -3.238092  -6.356581  11.585548  0.194
C  1.040289  -1.023739  13.884318  -0.184
N  3.442661  -1.060729  11.462113  -0.569
H  0.418012  -7.529713  14.573599  0.246
C  3.262618  0.436899  13.393021  -0.407
O  0.974845  -1.908119  11.623578  -0.725
H  -4.549855  -7.329643  15.571491  0.201
H  3.831646  0.101846  14.342141  0.219
C  -0.646700  -2.825873  17.695614  0.149
I  2.980890  -6.186325  15.168012  0.033
N  3.359823  -2.742131  9.841433  -0.758
H  1.743932  -1.711416  14.335075  0.222
H  -2.756432  -4.071150  12.325281  0.212
C  -3.414786  -2.993223  14.657238  -0.892
Cl  -4.733734  -4.785312  16.690385  0.019
Mn  -1.273716  -2.620843  14.770274  1.449
H  -0.279377  -6.537803  16.855989  0.416
C  -4.184984  -7.009836  13.480696  -0.324
H  2.451046  -1.286205  11.695911  0.461
H  3.791799  -3.099458  9.031445  0.395
H  -3.831103  -2.638487  15.580851  0.226
S  0.187912  -3.054648  19.053566  -0.226
C  3.994591  0.055974  12.113070  -0.237
C  1.775481  0.327247  13.530043  -0.422
N  -0.577588  -5.715596  16.316618  -0.759
H  0.836910  -6.180380  13.371509  0.253
C  -4.078922  -5.318340  15.255471  -0.183
O  -0.496735  -4.489054  14.401149  -0.731
C  -3.566215  -6.082593  12.588880  -0.200

Cartesian forces (eV/Å) of the 3 atoms listed first:
0.1645 -0.6416 0.1931
-0.7335 2.4049 -1.5439
-1.1055 -0.6053 0.4528



4.
Density functional theory data (ωB97M-V with the def2-TZVPD basis set) for a cluster of 2 separate species, C3H5NO2 in total.

orbital gap = 10.970 eV
structure (SMILES) = N=C=O.CC=O
charge = 0
energy relative to the best compared isomer or geometry (same formula, charge and spin) = 174.3 kJ/mol
strongest force on any atom = 3.94 eV Å⁻¹
HOMO level = -10.264 eV

Each line ends with the natural charge from an NBO analysis.
CARTESIAN COORDINATES (ANGSTROEM)
C  -1.725810  -0.823726  0.397088  0.811
O  -1.674901  -1.610859  -0.464413  -0.506
C  1.642203  0.156304  -0.813444  -0.728
H  -1.938050  0.425749  1.936809  0.420
H  2.557556  0.267698  -0.235400  0.239
O  0.475888  0.660762  1.221512  -0.540
N  -2.346173  -0.124483  1.202506  -0.748
H  1.553851  -0.873614  -1.157269  0.253
H  1.674214  0.802026  -1.690708  0.239
H  -0.684471  0.610024  -0.428388  0.111
C  0.465694  0.510120  0.031708  0.448

Cartesian forces (eV/Å) of the 3 atoms listed first:
-3.8633 -0.3084 0.7069
1.4871 -0.0295 -0.0529
-0.0214 0.2720 -0.1147



5.
Density functional theory data (ωB97M-V with the def2-TZVPD basis set) for a cluster of 2 separate species, C14H32F3IN4O7P3S in total.

orbital gap = 6.154 eV
charge = -1
strongest force on any atom = 2.56 eV Å⁻¹
HOMO level = -3.930 eV

Each line ends with the natural charge from an NBO analysis.
CARTESIAN COORDINATES (ANGSTROEM)
H  0.814429  0.839987  2.335240  0.213
C  -4.290904  4.651351  -0.695056  -0.500
H  -1.824651  3.615309  -0.141246  0.222
H  3.135767  0.969065  -0.183250  0.227
C  -2.610078  2.880636  -0.043610  -0.436
H  5.374347  5.286163  2.004591  0.382
H  -4.350232  1.815344  3.860132  0.369
H  -4.693910  2.919028  0.556578  0.215
C  0.522015  -6.569617  -3.337076  0.694
H  2.113814  -0.010690  -2.698048  0.488
O  -0.661470  1.961221  0.850227  -0.834
F  -0.297697  -4.435130  -2.685713  -0.307
H  2.829246  -0.493581  2.459770  0.184
N  3.532711  5.582309  0.576105  -0.768
H  -3.248736  3.803809  -2.731290  0.127
O  -0.419310  -7.067523  -2.543468  -0.475
H  2.514061  3.361455  0.138324  0.388
C  2.470107  -0.270576  1.456037  -0.407
S  -4.521578  4.025865  -2.382799  -0.069
H  4.396759  0.458089  0.900314  0.191
C  0.995546  0.097695  1.573889  -0.737
H  1.153699  1.552334  -0.467050  -0.175
H  2.377436  2.228223  2.168840  0.188
C  0.712269  -8.475654  -0.911410  -0.638
C  3.282088  2.149599  1.572874  -0.234
N  3.408062  3.244789  0.596670  -0.611
H  0.716953  -3.125856  -1.162053  0.490
C  -3.885811  3.604388  0.343306  -0.422
I  -4.127222  -0.039957  -0.537173  -0.047
N  -4.101421  1.973023  2.891279  -1.181
C  -2.057168  1.848483  0.973412  -0.096
F  -0.831399  -5.157080  -4.670705  -0.311
H  -1.211807  -8.782210  -1.822311  0.194
C  0.146037  -5.134944  -3.742886  0.900
H  0.481428  -0.797317  1.908370  0.222
C  3.874973  4.453489  1.059104  0.576
H  -2.669348  -0.112312  1.643314  0.163
H  4.401419  4.383141  2.976682  0.373
P  0.797406  -1.033285  -1.355477  0.903
H  -2.696978  2.384564  -0.998830  0.226
H  4.111805  2.201779  2.260322  0.199
H  -3.672137  4.164152  1.244388  0.207
H  -4.383757  1.127748  2.397806  0.390
N  4.849313  4.427624  2.069380  -0.859
H  2.868580  5.451282  -0.183134  0.324
O  0.924503  -2.454388  -0.504428  -0.987
H  0.349121  -7.831059  -0.110945  0.221
O  2.314809  -0.664280  -2.009874  -1.016
P  -2.360831  2.078164  2.793301  1.216
F  1.193608  -4.498038  -4.266582  -0.295
O  1.504487  -7.135882  -3.718141  -0.545
H  1.710157  -8.133368  -1.182818  0.225
H  0.786880  -9.495951  -0.536084  0.216
H  -0.627766  1.113900  -1.189413  -0.154
C  -0.223740  -8.420888  -2.099624  -0.077
C  3.369046  0.797835  0.853322  -0.406
H  -2.686134  4.117331  3.579011  0.485
H  -5.227349  5.094812  -0.389488  0.215
H  2.624117  -1.180718  0.890809  0.214
H  0.135357  -9.035995  -2.923604  0.196
P  0.109360  0.639433  -0.023916  1.086
C  -2.374400  0.341241  0.696796  0.056
H  -3.520436  5.406916  -0.702022  0.205
O  -2.009269  3.686870  3.034866  -0.994
O  -1.316177  -0.382148  0.284465  -0.810

Cartesian forces (eV/Å) of the 3 atoms listed first:
0.0499 0.3428 0.2162
0.5134 -0.7569 0.2505
0.3258 0.2693 0.0022



6.
Density functional theory data (ωB97M-V with the def2-TZVPD basis set) for a cluster of 2 separate species, C3H8Br2OSi in total.

orbital gap = 10.970 eV
structure (SMILES) = CO[SiH](Br)Br.C=C
charge = 0
energy relative to the best compared isomer or geometry (same formula, charge and spin) = 185.5 kJ/mol
strongest force on any atom = 3.94 eV Å⁻¹
HOMO level = -10.348 eV

Each line ends with the natural charge from an NBO analysis.
CARTESIAN COORDINATES (ANGSTROEM)
H  0.596573  3.141374  -2.418222  0.188
Br  2.118237  -0.371842  0.413407  -0.303
O  -0.348342  -1.511398  2.025723  -0.924
H  -1.010031  0.274306  0.575212  -0.180
H  -0.837506  -0.876533  3.841684  0.170
H  1.283504  2.080195  -3.485953  0.191
C  -0.610585  1.312485  -2.830345  -0.394
H  -1.460517  1.550127  -2.251277  0.192
Si  -0.045134  -0.823258  0.606735  1.395
H  0.886242  -0.779289  3.556616  0.180
C  0.006396  -1.433738  3.325848  -0.234
H  0.038650  -2.516713  3.595362  0.197
C  0.428792  2.096649  -2.876018  -0.374
H  -0.646208  0.381111  -3.320885  0.198
Br  -0.400071  -2.523476  -0.757888  -0.301

Cartesian forces (eV/Å) of the 3 atoms listed first:
-1.3608 -1.6818 0.0803
-0.2874 0.3389 0.0411
-0.1557 0.1998 -2.5283